This record from OMol25 describes a structure of composition C34H26N7O2Re. The level of theory is ωB97M-V/def2-TZVPD.

The geometry in XYZ format:
```
70
Properties=species:S:1:pos:R:3:nbo_charge:R:1
Re 0.160 -0.265 0.232 1.83
O 0.218 -2.288 0.390 -0.76
C 1.098 -3.193 0.046 0.47
C 0.693 -4.534 -0.092 -0.29
C 1.585 -5.511 -0.462 -0.13
C 2.932 -5.202 -0.692 -0.26
C 3.351 -3.907 -0.542 -0.11
C 2.456 -2.876 -0.192 -0.28
C 2.987 -1.561 -0.035 0.23
N 2.396 -0.429 0.158 -0.49
C 3.363 0.680 0.359 -0.23
C 2.734 2.000 0.786 -0.26
N 1.610 1.667 1.602 -0.46
C 1.112 2.406 2.500 0.15
C 0.042 1.921 3.347 -0.14
C -0.464 2.740 4.357 -0.16
C -1.384 2.275 5.272 -0.25
C -1.783 0.942 5.208 -0.17
C -1.311 0.114 4.211 -0.27
C -0.428 0.583 3.221 0.35
O -0.071 -0.253 2.264 -0.71
H -0.346 -4.771 0.103 0.23
H 1.247 -6.533 -0.568 0.23
H 3.630 -5.978 -0.970 0.23
H 4.395 -3.658 -0.700 0.22
H 4.078 -1.532 -0.076 0.19
H 3.935 0.831 -0.560 0.21
H 4.057 0.370 1.142 0.21
H 2.416 2.564 -0.090 0.21
H 3.479 2.608 1.310 0.21
H 1.500 3.413 2.708 0.17
H -0.109 3.763 4.426 0.21
H -1.770 2.928 6.043 0.22
H -2.468 0.549 5.948 0.22
H -1.616 -0.924 4.151 0.22
C 1.470 -1.839 -3.621 -0.25
C 2.254 -0.815 -4.149 -0.13
C 2.135 0.450 -3.621 -0.24
C 1.269 0.694 -2.544 0.39
N 0.609 -0.344 -1.957 -0.53
C 0.679 -1.559 -2.535 0.06
N 1.090 2.006 -2.207 -0.53
C 0.297 2.411 -1.275 0.48
N -0.351 1.646 -0.346 -0.68
C -1.303 2.424 0.286 0.49
N -2.308 2.029 0.968 -0.48
C -2.694 0.716 1.092 0.39
C -3.884 0.505 1.796 -0.21
C -4.420 -0.760 1.893 -0.12
C -3.777 -1.809 1.246 -0.24
C -2.603 -1.550 0.580 0.07
N -2.042 -0.331 0.520 -0.50
C -1.061 3.826 -0.075 -0.10
C -1.644 4.998 0.359 -0.15
C -1.189 6.182 -0.216 -0.18
C -0.211 6.175 -1.205 -0.18
C 0.355 4.987 -1.657 -0.18
C -0.078 3.817 -1.067 -0.03
H 1.487 -2.837 -4.035 0.24
H 2.925 -1.003 -4.976 0.24
H 2.671 1.294 -4.029 0.25
H 0.073 -2.338 -2.092 0.22
H -4.348 1.370 2.244 0.25
H -5.328 -0.928 2.457 0.24
H -4.172 -2.814 1.270 0.24
H -2.068 -2.349 0.087 0.22
H -2.417 4.984 1.115 0.24
H -1.604 7.128 0.107 0.23
H 0.113 7.114 -1.634 0.23
H 1.102 4.973 -2.439 0.24
```

## Properties
F_max	1.64	eV/A
net charge	+1
energy relative to the best compared isomer or geometry (same formula, charge and spin)	0.426	eV
E	-1923.1743	a.u.
spin multiplicity	4
HOMO level (alpha / beta)	-10.37 / -10.36	eV
LUMO level (alpha / beta)	-0.135 / -0.141	Ha

This record from OMol25 describes a structure of composition C16H24ClNO2Pt. The level of theory is ωB97M-V/def2-TZVPD.

The geometry in XYZ format:
```
45
Properties=species:S:1:pos:R:3:nbo_charge:R:1
C 0.039 0.041 -4.269 0.01
C 1.440 0.619 -4.554 -0.63
C -0.185 -1.323 -4.958 -0.63
C -1.069 1.063 -4.597 -0.63
Cl -0.062 -0.275 -2.543 -0.13
H -0.153 -1.248 -6.057 0.24
H -1.156 -1.735 -4.640 0.22
H 0.580 -2.036 -4.610 0.22
H 1.579 0.820 -5.628 0.24
H 2.223 -0.077 -4.218 0.22
H 1.590 1.556 -3.996 0.22
H -1.103 1.287 -5.674 0.24
H -0.898 1.998 -4.039 0.22
H -2.049 0.680 -4.274 0.22
C 1.304 -1.763 2.698 -0.22
C 0.845 -2.910 2.023 -0.09
C 1.078 -2.781 0.632 -0.17
H 0.434 -3.790 2.521 0.26
C 1.751 -1.541 0.390 -0.26
C 1.929 -0.878 1.706 -0.31
H 2.616 -0.067 1.892 0.27
H 1.351 -1.580 3.767 0.26
H 0.878 -3.541 -0.116 0.27
H 2.286 -1.220 -0.493 0.29
C -2.006 0.112 2.441 -0.22
C -2.097 -1.265 2.807 -0.10
C -2.117 -2.061 1.635 -0.14
H -2.234 -1.620 3.821 0.26
C -2.041 -1.218 0.485 -0.29
C -2.044 0.191 0.968 -0.29
H -2.284 1.056 0.364 0.31
H -2.142 0.965 3.091 0.25
H -2.264 -3.139 1.593 0.26
H -2.199 -1.503 -0.552 0.29
Pt -0.010 -0.300 1.078 1.10
N 0.857 2.587 4.178 -0.67
C 0.696 3.395 2.941 -0.34
C 0.225 2.443 1.875 0.75
O -0.342 2.757 0.833 -0.56
O 0.480 1.212 2.310 -0.85
H -0.067 2.316 4.549 0.44
H 1.346 3.093 4.921 0.45
H 1.339 1.700 3.944 0.47
H -0.019 4.190 3.100 0.27
H 1.671 3.790 2.655 0.27
```

## Properties
F_max	2.69	eV/A
net charge	+2
energy relative to the best compared isomer or geometry (same formula, charge and spin)	0.000	eV
E	-1408.0339	a.u.
spin multiplicity	5
HOMO level (alpha / beta)	-14.48 / -15.29	eV
LUMO level (alpha / beta)	-0.220 / -0.347	Ha

This record from OMol25 describes a structure of composition C9H7F3N3ORuS. The level of theory is ωB97M-V/def2-TZVPD.

The geometry in XYZ format:
```
25
Properties=species:S:1:pos:R:3:nbo_charge:R:1
Ru 0.579 -0.037 -0.092 0.91
N -1.434 3.719 -0.955 -0.73
C -1.110 2.495 -0.574 0.31
S 0.313 1.777 -1.386 0.02
N -1.799 1.896 0.357 -0.38
N -1.467 0.688 0.757 -0.20
C -2.072 0.173 1.796 0.13
C -1.796 -1.098 2.359 -0.15
C -2.574 -1.555 3.441 -0.14
C -2.369 -2.788 4.016 -0.18
C -1.356 -3.631 3.531 -0.15
C -0.563 -3.233 2.489 -0.22
C -0.724 -1.961 1.877 0.36
O 0.080 -1.614 0.957 -0.57
H -0.922 4.190 -1.686 0.43
H -2.180 4.210 -0.485 0.43
H -2.847 0.768 2.281 0.24
H -3.354 -0.909 3.815 0.23
H -2.987 -3.109 4.840 0.24
H -1.194 -4.594 3.991 0.24
H 0.229 -3.854 2.099 0.24
F 2.279 -0.189 2.056 -0.31
C 1.606 0.777 1.431 0.87
F 2.464 1.730 1.066 -0.30
F 0.764 1.326 2.334 -0.33
```

## Properties
F_max	4.35	eV/A
net charge	+1
E	-1379.0017	a.u.
HOMO level (alpha / beta)	-11.82 / -11.86	eV
LUMO level (alpha / beta)	-0.260 / -0.255	Ha

This record from OMol25 describes a cluster of 3 separate species, C4H13N2O in total. The level of theory is ωB97M-V/def2-TZVPD.

The geometry in XYZ format:
```
20
Properties=species:S:1:pos:R:3:nbo_charge:R:1
C -1.596 0.237 -0.652 -0.04
C -0.667 0.913 0.337 -0.49
C 0.064 -0.116 1.065 -0.23
C -0.132 -0.521 2.311 -0.33
N 3.134 0.299 -0.792 -1.01
N -2.433 -0.661 -0.095 -0.52
H -0.784 -0.389 -1.304 0.36
H -2.223 0.911 -1.235 0.28
H 0.025 1.540 -0.231 0.27
H -1.096 1.678 0.999 0.28
H 0.495 -1.232 2.833 0.23
H -0.889 -0.143 2.992 0.20
H 2.287 -0.126 -1.198 0.36
H 3.971 -0.239 -0.883 0.38
H 3.266 1.219 -1.164 0.37
H -3.415 -0.703 -0.312 0.43
H -2.227 -0.865 0.867 0.43
H 0.835 -0.572 0.479 0.25
H 0.738 -0.765 -2.470 0.50
O 0.647 -0.463 -1.546 -0.71
```

## Properties
F_max	5.60	eV/A
net charge	+1
energy relative to the best compared isomer or geometry (same formula, charge and spin)	7.574	eV
E	-344.4885	a.u.
HOMO level	-12.96	eV
LUMO level	-0.309	Ha

This record from OMol25 describes a structure of composition C4H7O2P. The level of theory is ωB97M-V/def2-TZVPD.

The geometry in XYZ format:
```
14
Properties=species:S:1:pos:R:3:nbo_charge:R:1
C -1.418 -1.581 -1.785 -0.29
C 1.529 0.392 0.080 0.72
C -2.666 -1.527 -1.187 -0.78
C 1.630 1.833 2.033 -0.27
O 2.711 0.244 -0.169 -0.58
O 0.907 1.189 0.886 -0.53
P -0.012 -0.817 -1.233 0.38
H -3.503 -2.094 -1.583 0.23
H -2.827 -0.454 -1.282 0.25
H -2.722 -1.901 -0.195 0.23
H 1.344 2.860 2.153 0.21
H 2.662 1.836 1.688 0.21
H 1.571 1.284 2.940 0.20
H 0.793 -1.263 -2.346 0.02
```

## Properties
F_max	4.01	eV/A
energy relative to the best compared isomer or geometry (same formula, charge and spin)	6.153	eV
E	-648.2365	a.u.
HOMO level (alpha / beta)	-7.58 / -7.88	eV
LUMO level (alpha / beta)	-0.018 / -0.012	Ha

This record from OMol25 describes the molecule C5H8O. The level of theory is ωB97M-V/def2-TZVPD.

The geometry in XYZ format:
```
14
Properties=species:S:1:pos:R:3:nbo_charge:R:1
C -1.893 -0.318 0.281 -0.62
C -0.478 -0.373 -0.239 0.06
O -0.138 0.909 -0.718 -0.51
C 1.250 0.911 -0.720 -0.09
C 1.610 0.106 0.566 -0.24
C 0.595 -0.717 0.802 -0.21
H -2.563 0.015 -0.517 0.22
H -2.206 -1.306 0.626 0.21
H -1.956 0.394 1.110 0.22
H -0.393 -1.074 -1.086 0.16
H 1.697 0.331 -1.552 0.15
H 1.613 1.953 -0.816 0.19
H 2.465 0.696 0.752 0.24
H 0.396 -1.525 1.510 0.22
```

## Properties
F_max	3.01	eV/A
energy relative to the best compared isomer or geometry (same formula, charge and spin)	2.156	eV
E	-270.4787	a.u.
HOMO level	-9.44	eV
SMILES string	C[C@@H]1C=CCO1
LUMO level	0.044	Ha

This record from OMol25 describes a cluster of 2 separate species, CH2NO2 in total. The level of theory is ωB97M-V/def2-TZVPD.

The geometry in XYZ format:
```
6
Properties=species:S:1:pos:R:3:nbo_charge:R:1
C 0.134 -0.099 -0.352 -0.35
N 0.468 -0.421 -1.497 0.13
O 0.359 1.071 -2.635 -0.49
O 0.998 -1.474 -1.835 -0.60
H 0.163 -0.917 0.488 0.11
H -0.211 0.968 -0.250 0.19
```

## Properties
F_max	4.76	eV/A
net charge	-1
energy relative to the best compared isomer or geometry (same formula, charge and spin)	1.425	eV
E	-244.3258	a.u.
spin multiplicity	3
HOMO level (alpha / beta)	-1.49 / -3.21	eV
LUMO level (alpha / beta)	0.183 / 0.175	Ha